C4H11N2 | wB97M-V/def2-TZVPD

Each line ends with the Löwdin charge.
CARTESIAN COORDINATES (ANGSTROEM)
C1 2.32861 0.13588 -0.52281  0.049
C2 1.34346 -0.39704 0.15907  -0.123
C3 -0.74530 1.46381 -0.17770  0.056
C4 -0.14737 -0.04716 0.34559  -0.494
N1 -0.42236 -0.31910 1.61167  0.120
N2 -0.95289 -1.08492 -0.59387  0.237
H1 3.33765 -0.13695 -0.28673  0.071
H2 2.36030 1.10222 -1.05343  0.087
H3 1.56895 -1.32164 0.86097  0.151
H4 -1.43947 1.71931 0.60632  0.064
H5 -1.14760 1.33636 -1.21950  0.083
H6 0.24337 2.04986 -0.17971  0.101
H7 -1.27752 -0.26162 1.96196  0.062
H8 0.16946 -0.88354 2.17949  0.110
H9 -0.63360 -1.98533 -0.41946  0.120
H10 -0.84890 -0.91314 -1.54747  0.121
H11 -1.98590 -1.11690 -0.45084  0.184

Calculated values
SMILES string: C=C[C@](C)(N)[NH3+]
Total energy: -268.2040 Ha
ΔE to the lowest compared entry with this formula, charge and spin: 63.3 kcal per mole
Total charge: +1